Record 1
DFT (ωB97M-V/def2-TZVPD) results for a molecular structure, C17H17F6FeN7OS5Sb in a non-equilibrium geometry.

CARTESIAN COORDINATES (ANGSTROEM)
1 Fe -1.56814 -0.69733 0.66703
2 N -4.49918 0.46221 -2.23681
3 C -3.84393 0.71536 -1.09917
4 O -3.55935 -0.20874 -0.32654
5 C -3.56328 2.18548 -0.80916
6 C -2.82782 2.41773 0.45742
7 H -4.67493 -0.49553 -2.49349
8 H -4.70404 1.18553 -2.90248
9 H -4.55463 2.66236 -0.77117
10 H -3.03125 2.60622 -1.66320
11 H -3.18798 1.96468 1.36940
12 H -2.04364 3.15390 0.50506
13 N 2.15668 -0.47276 0.87641
14 C 1.49304 -0.18848 2.01597
15 N 0.19731 -0.12379 2.13372
16 C -0.17682 0.14345 3.43605
17 C 0.84104 0.35597 4.29936
18 S 2.35414 0.16928 3.49263
19 C -1.58947 0.04804 3.75724
20 C -2.13746 -0.07150 4.98697
21 S -3.83940 -0.33157 4.86127
22 C -3.69475 -0.28539 3.12368
23 N -2.47745 -0.06332 2.70756
24 N -4.77060 -0.38141 2.30895
25 H 1.63929 -0.93769 0.14507
26 H 3.13649 -0.68914 0.92921
27 H 0.80546 0.59988 5.34713
28 H -1.64668 -0.07039 5.94462
29 H -5.58276 -0.85774 2.66115
30 H -4.54591 -0.54586 1.33501
31 F -0.83130 -2.78342 -0.02680
32 Sb -1.72438 -3.85291 1.36305
33 F -3.07599 -2.48066 1.09177
34 F -2.59921 -4.92925 0.10207
35 F -2.69329 -4.57079 2.80096
36 F -0.21820 -4.95516 1.51521
37 F -0.92736 -2.57681 2.53286
38 S 3.87831 -2.49981 -3.30968
39 C 2.78613 -1.35947 -2.83946
40 S 1.19979 -1.76186 -2.21814
41 C 0.88723 -0.03497 -1.90533
42 N 1.87166 0.70608 -2.25049
43 N 2.91418 0.00046 -2.78790
44 C 4.07107 0.76538 -3.12452
45 C 4.87657 0.45272 -4.21145
46 C 6.00096 1.22368 -4.46637
47 C 6.31638 2.30586 -3.66059
48 C 5.48783 2.63332 -2.59781
49 C 4.36586 1.86919 -2.32839
50 S -0.58519 0.51742 -1.23289
51 H 4.63659 -0.37741 -4.85322
52 H 6.63063 0.96944 -5.30882
53 H 7.20136 2.89422 -3.86540
54 H 5.71892 3.48501 -1.97144
55 H 3.70746 2.11028 -1.50610

Total charge   0
Molecular weight   787.299 g/mol
Gap between HOMO and LUMO (alpha / beta)   7.60 / 7.10 eV
Expectation value of S²   8.76
Electronic energy   -5210.84825 a.u.
Multiplicity   6


Record 2
DFT (ωB97M-V/def2-TZVPD) results for a molecular structure, C17H17F9N2OPb in a non-equilibrium geometry.

CARTESIAN COORDINATES (ANGSTROEM)
1 C 1.14526 1.44165 2.92992
2 C -0.22364 -1.50818 4.25168
3 H 2.11586 1.07113 2.53979
4 H 0.97902 0.93457 3.98804
5 H 0.25256 2.02803 2.66970
6 H 0.60593 -2.22701 3.99284
7 H 0.27994 -0.53090 4.73676
8 H -1.31521 -1.33703 4.08001
9 C 2.65900 0.50964 -0.68541
10 C 3.41625 0.78480 -1.84003
11 C 3.21998 -0.01109 -2.96111
12 C 2.26700 -1.03282 -2.89771
13 H 2.75094 1.15056 0.20356
14 H 4.12636 1.62100 -1.81803
15 H 3.78294 0.16093 -3.88533
16 H 2.05386 -1.65956 -3.74947
17 N 1.82050 -0.51986 -0.59383
18 C 1.55847 -1.25315 -1.69078
19 C 0.47900 -2.26635 -1.58863
20 N -0.25499 -2.27014 -0.45902
21 C -1.28369 -3.11978 -0.36691
22 C -0.84671 -4.07965 -2.51717
23 C -1.61885 -4.04920 -1.36197
24 H -1.87191 -3.04761 0.56132
25 H -2.47728 -4.72196 -1.20162
26 C 0.21649 -3.18044 -2.64007
27 H 0.85540 -3.16819 -3.52013
28 H -1.05779 -4.79063 -3.32874
29 Pb 0.15084 -0.43757 2.35900
30 C -2.11194 -0.72649 1.87196
31 H -2.43278 -1.71047 2.24385
32 H -2.38321 -0.62218 0.81669
33 H -2.59913 0.05982 2.45750
34 F -2.65207 2.38946 1.65462
35 C -1.64629 3.16161 1.12681
36 F -2.18770 4.30869 0.62176
37 F -0.79318 3.51943 2.13901
38 C -0.81202 2.27687 -0.00425
39 O -0.36728 1.16202 0.51255
40 C -1.82682 2.04329 -1.21124
41 F -2.21053 3.18837 -1.83449
42 F -1.23392 1.24890 -2.13173
43 F -2.94035 1.40102 -0.77443
44 C 0.31871 3.24010 -0.53970
45 F -0.08718 4.50433 -0.83523
46 F 1.32676 3.33238 0.36071
47 F 0.85342 2.73165 -1.68105

Total charge   +2
Molecular weight   643.518 g/mol
Gap between HOMO and LUMO (alpha / beta)   3.94 / 3.57 eV
Electronic energy   -1933.45117 a.u.
Multiplicity   1


Record 3
DFT (ωB97M-V/def2-TZVPD) results for a molecular structure, C17H17F9N2OPb in a non-equilibrium geometry.

CARTESIAN COORDINATES (ANGSTROEM)
1 C -5.30905 0.26301 -0.12225
2 C -5.33029 1.54798 -0.94861
3 H -5.45285 -0.61390 -0.75990
4 H -6.12193 0.26567 0.61091
5 H -4.36931 0.13955 0.42614
6 H -4.46163 1.62013 -1.60905
7 H -6.22919 1.59031 -1.57231
8 H -5.34297 2.43171 -0.30400
9 C 1.13473 -3.08511 -0.29969
10 C 2.03872 -4.10185 -0.62670
11 C 3.08682 -3.77858 -1.49108
12 C 3.18969 -2.47930 -1.98799
13 H 0.37696 -3.25950 0.46454
14 H 1.91270 -5.09284 -0.19549
15 H 3.82078 -4.52208 -1.78260
16 H 4.03257 -2.16745 -2.60631
17 N 1.15081 -1.87645 -0.87916
18 C 2.18523 -1.53299 -1.67722
19 C 2.26249 -0.12174 -2.15606
20 N 1.28040 0.73904 -1.77592
21 C 1.37597 2.03162 -2.14608
22 C 3.40589 1.64501 -3.36126
23 C 2.40550 2.53164 -2.94572
24 H 0.59686 2.69407 -1.78059
25 H 2.41327 3.58197 -3.21503
26 C 3.34650 0.31803 -2.94039
27 H 4.12448 -0.39381 -3.20474
28 H 4.22303 1.97283 -3.99748
29 Pb -0.88462 0.01094 -0.49683
30 C -1.29361 2.23800 -0.24040
31 H -1.42511 2.62033 -1.25453
32 H -0.41769 2.71280 0.21531
33 H -2.18890 2.49899 0.33918
34 F -1.28030 2.01089 2.89028
35 C -1.27359 0.68921 3.20180
36 F -1.49658 0.57135 4.53416
37 F -2.34763 0.13614 2.54804
38 C 0.04817 -0.01460 2.73984
39 O 0.18935 -0.00927 1.38992
40 C 1.33566 0.73018 3.28916
41 F 1.37620 0.79429 4.64556
42 F 2.46545 0.10985 2.85898
43 F 1.37834 2.00244 2.80591
44 C 0.02907 -1.50224 3.25099
45 F -0.10594 -1.60521 4.59680
46 F -1.01360 -2.17349 2.67506
47 F 1.15915 -2.16759 2.89483

Total charge   +2
Molecular weight   643.518 g/mol
Gap between HOMO and LUMO (alpha / beta)   4.68 / 3.65 eV
Electronic energy   -1933.68838 a.u.
Multiplicity   1


Record 4
DFT (ωB97M-V/def2-TZVPD) results for C17H17N3O3 in the gas phase in a non-equilibrium geometry.

CARTESIAN COORDINATES (ANGSTROEM)
1 C 3.88602 -1.82813 -0.32405
2 H 4.51303 -2.16005 -1.15283
3 H 4.49476 -1.38478 0.46241
4 H 3.15068 -1.10490 -0.67974
5 O 3.19669 -2.94001 0.23636
6 C 3.20857 -4.09655 -0.44193
7 O 3.80541 -4.27932 -1.46512
8 C 2.34587 -5.12546 0.26298
9 H 2.84292 -6.09397 0.19722
10 H 2.24495 -4.85375 1.31449
11 C 0.98260 -5.22768 -0.43752
12 C 0.28233 -3.90076 -0.72087
13 O -0.29044 -3.70238 -1.76669
14 N 0.33831 -3.01006 0.31071
15 C -0.09143 -1.68435 0.34208
16 C -0.87622 -1.11292 -0.66084
17 C -1.26697 0.20264 -0.56046
18 C -0.87931 0.98568 0.53586
19 C -0.07762 0.41106 1.52975
20 C 0.29970 -0.90748 1.43711
21 H 0.91365 -1.34999 2.20969
22 H 0.22079 1.01685 2.37127
23 N -1.17400 2.32269 0.67382
24 N -2.13326 2.77676 -0.02260
25 C -2.34535 4.13763 0.01205
26 C -1.34787 5.06822 0.33137
27 C -1.61884 6.41825 0.26486
28 C -2.88008 6.86027 -0.10851
29 C -3.87285 5.94439 -0.42623
30 C -3.60963 4.59127 -0.37950
31 H -4.36889 3.86362 -0.62189
32 H -4.85279 6.29267 -0.71827
33 H -3.08753 7.91907 -0.15753
34 H -0.84664 7.13513 0.50472
35 H -0.37147 4.70111 0.61074
36 H -1.86977 0.65983 -1.33032
37 H -1.16706 -1.70774 -1.51048
38 H 0.88463 -3.27724 1.11760
39 H 0.31007 -5.84338 0.16549
40 H 1.10704 -5.71624 -1.40518

Total charge   0
Molecular weight   311.341 g/mol
Gap between HOMO and LUMO   7.55 eV
SMILES   COC(=O)CCC(=O)Nc1ccc(/N=N/c2ccccc2)cc1
Electronic energy   -1047.98964 a.u.
Multiplicity   1


Record 5
DFT (ωB97M-V/def2-TZVPD) results for C17H17N5O5S2 in the gas phase in a non-equilibrium geometry.

CARTESIAN COORDINATES (ANGSTROEM)
1 O 4.13654 0.51377 -2.66535
2 C 3.80033 0.24196 -1.53333
3 C 3.37856 -1.01665 -1.00268
4 C 3.00334 -1.16922 0.30438
5 N 3.02649 -0.14287 1.18852
6 C 3.41465 1.00740 0.74310
7 N 3.79538 1.26685 -0.53855
8 C 4.16680 2.57201 -0.75818
9 C 4.07863 3.33807 0.33743
10 S 3.51389 2.44191 1.71996
11 H 4.30753 4.37902 0.43262
12 H 4.48281 2.84998 -1.74699
13 C 2.52312 -2.49272 0.85134
14 N 1.09023 -2.69367 0.91314
15 C 0.36401 -2.05762 1.99329
16 C -0.08193 -0.62693 1.67507
17 N -0.81884 -0.58876 0.42559
18 S -2.43145 -0.96877 0.50715
19 O -2.91212 -0.88478 1.85099
20 O -2.72540 -2.15287 -0.25164
21 C -3.21023 0.38134 -0.41849
22 C -3.66835 0.11562 -1.69637
23 C -4.40281 1.06304 -2.39234
24 C -4.71833 2.27367 -1.79416
25 C -4.28143 2.54357 -0.50955
26 C -3.51391 1.60199 0.16629
27 N -3.01583 1.95744 1.47450
28 O -1.86116 1.68584 1.71315
29 O -3.76547 2.55727 2.20708
30 H -4.52027 3.47474 -0.01793
31 H -5.30903 3.00468 -2.32398
32 H -4.74613 0.84804 -3.39241
33 H -3.46143 -0.85608 -2.11578
34 C -0.10488 -1.18720 -0.68307
35 C 0.36374 -2.61011 -0.33495
36 H 0.98366 -3.00697 -1.14042
37 H -0.53186 -3.23339 -0.23712
38 H -0.78050 -1.21791 -1.53776
39 H 0.74241 -0.53781 -0.92263
40 H -0.74577 -0.24863 2.44961
41 H 0.77693 0.04080 1.58542
42 H 0.98205 -2.06245 2.89131
43 H -0.53444 -2.65997 2.17484
44 H 2.93420 -3.29497 0.22998
45 H 2.90827 -2.60081 1.86758
46 H 3.36797 -1.84784 -1.68863

Total charge   0
Molecular weight   435.487 g/mol
Gap between HOMO and LUMO   7.73 eV
SMILES   O=c1cc(CN2CCN(S(=O)(=O)c3ccccc3[N+](=O)[O-])CC2)nc2sccn12
Electronic energy   -2104.26456 a.u.
Multiplicity   1


Record 6
DFT (ωB97M-V/def2-TZVPD) results for a molecular structure, C17H17N6O3SV in a non-equilibrium geometry.

CARTESIAN COORDINATES (ANGSTROEM)
1 V 0.46886 1.21940 -1.35493
2 N 2.53512 1.31108 -1.91599
3 C 2.99159 2.67010 -1.46750
4 C 1.89299 3.68800 -1.81321
5 O 2.16487 4.82645 -2.15416
6 N 0.67840 3.11292 -1.67304
7 C -0.56729 3.80688 -1.98331
8 C -1.56766 2.73150 -2.40132
9 O -2.54926 2.93662 -3.04485
10 O -1.19480 1.48140 -1.97701
11 H 2.55431 1.30593 -2.93407
12 H 3.17829 0.58433 -1.61963
13 H 3.10802 2.64794 -0.38639
14 H 3.92966 2.96978 -1.92413
15 H -0.96925 4.31383 -1.10292
16 H -0.45611 4.54857 -2.76911
17 S 0.39027 1.25163 0.86329
18 C -0.04383 -0.46086 0.98041
19 N -0.52541 -1.03798 2.05436
20 N -0.69063 -0.29578 3.10440
21 C -1.39321 -0.77064 4.23735
22 C -1.79953 -2.09274 4.33837
23 C -2.51542 -2.49233 5.45577
24 C -2.82226 -1.58922 6.46642
25 C -2.39440 -0.27360 6.35787
26 C -1.67572 0.13830 5.24591
27 N 0.07794 -1.31977 -0.08703
28 N 0.38777 -0.74100 -1.16446
29 C 0.59102 -1.65370 -2.26420
30 C 0.71932 -3.02645 -2.09975
31 C 0.92625 -3.83129 -3.20818
32 C 1.01523 -3.27719 -4.48159
33 C 0.87820 -1.90776 -4.64129
34 C 0.65939 -1.10108 -3.53420
35 H -0.48958 0.69926 3.03395
36 H -1.56176 -2.78548 3.54310
37 H -2.84046 -3.52220 5.53442
38 H -3.39397 -1.90691 7.32853
39 H -2.62362 0.44074 7.13883
40 H -1.34223 1.16682 5.15639
41 H 0.66171 -3.44668 -1.10540
42 H 1.01552 -4.90217 -3.07751
43 H 1.17656 -3.91167 -5.34422
44 H 0.92488 -1.46462 -5.62719
45 H 0.49022 -0.04039 -3.68278

Total charge   0
Molecular weight   436.373 g/mol
Gap between HOMO and LUMO (alpha / beta)   6.50 / 6.69 eV
Expectation value of S²   2.04
Electronic energy   -2554.51801 a.u.
Multiplicity   3